1.
69
Properties=species:S:1:pos:R:3:forces:R:3 method="wB97M-V/def2-TZVPD" spin_multiplicity=1 homo_ha="-0.701 / -0.702" energy_ev=-77772.887 charge=+4 e_above_lowest_kcal_mol=0.0 gap_ev="5.10 / 3.59"
Sn -0.09806 0.35652 0.71230 0.0 1.9 -0.1
P -0.85560 2.29663 2.58691 -0.4 0.8 0.0
P -2.59368 -0.50039 0.33001 -0.7 -0.1 -0.5
P 2.46241 1.29701 0.74676 0.9 0.0 0.3
H -0.08874 -2.43665 -8.25751 0.3 -0.1 0.1
C 0.93448 -2.66164 -7.93408 -0.9 3.6 -1.8
C 1.26326 -3.85904 -7.42942 1.1 -3.8 1.3
H 0.51944 -4.65685 -7.31311 0.2 0.2 0.0
C -1.31751 3.77808 1.60366 0.1 -0.3 -0.3
C -2.34429 2.03025 3.60718 0.0 -0.5 0.0
C 0.36112 2.99368 3.75405 0.4 -0.4 0.0
C -2.65226 -1.97444 -0.72871 0.4 -0.2 0.0
C -3.70276 -0.85312 1.72191 0.3 -0.1 0.5
C -3.46128 0.78222 -0.64464 0.5 0.3 0.1
C 3.56449 0.42288 -0.40523 -0.4 -0.4 -0.1
C 3.41218 1.30555 2.29613 -0.2 -0.2 0.2
C 2.48217 3.02338 0.13647 -0.6 -0.1 0.1
H 1.68386 -1.87564 -8.08344 -0.2 -0.3 0.1
H 2.29641 -4.10175 -7.15350 -0.3 0.1 -0.1
H -1.60093 4.58777 2.29367 0.1 -0.3 -0.2
H -2.16582 3.54805 0.94261 0.2 0.1 0.2
H -0.46689 4.10413 0.98789 -0.3 0.0 0.2
H -2.45973 2.88449 4.28948 0.0 -0.2 -0.2
H -2.24403 1.10994 4.20038 -0.1 0.3 -0.1
H -3.24142 1.94965 2.97792 0.3 0.1 0.2
H -0.14053 3.77356 4.34515 0.1 -0.2 -0.2
H 1.20869 3.44451 3.21864 -0.3 -0.1 0.1
H 0.73958 2.21553 4.43208 -0.1 0.3 -0.1
H -3.69288 -2.32794 -0.76259 0.3 0.1 0.0
H -2.00053 -2.75956 -0.32132 -0.3 0.1 -0.1
H -2.30670 -1.73738 -1.74402 -0.2 0.0 0.2
H -4.68673 -0.40907 1.51603 0.3 -0.1 0.0
H -3.30417 -0.44262 2.66039 -0.3 -0.2 -0.3
H -3.80946 -1.94229 1.82106 0.0 0.3 0.1
H -4.31718 0.31474 -1.15511 0.2 0.1 0.2
H -2.77723 1.21484 -1.38840 -0.3 -0.1 0.1
H -3.82424 1.58284 0.01804 0.1 -0.2 -0.2
H 4.53517 0.94029 -0.40506 -0.3 -0.1 0.0
H 3.14971 0.41830 -1.42191 0.2 0.1 0.2
H 3.69726 -0.61654 -0.07638 0.1 0.3 0.0
H 4.33387 1.88600 2.13249 -0.3 -0.1 0.0
H 3.67129 0.27130 2.56370 -0.1 0.2 -0.1
H 2.83761 1.75751 3.11587 0.2 -0.1 -0.2
H 3.49241 3.25416 -0.23465 -0.3 -0.1 0.2
H 2.21862 3.72867 0.93928 0.1 -0.2 -0.3
H 1.75848 3.13377 -0.68445 0.3 0.1 0.2
C 0.59788 -1.33504 -2.37895 0.2 -0.1 0.4
C 0.54864 -0.00994 -2.85383 -0.5 0.8 -0.2
C 0.21611 0.25994 -4.17476 0.2 0.2 0.4
C 0.05926 -0.79412 -5.08154 0.0 -0.3 0.2
C 0.19191 -2.11699 -4.64671 0.3 0.1 0.5
C 0.46217 -2.39319 -3.31104 0.0 -0.5 -0.3
S 0.82072 -1.72785 -0.70721 -0.2 0.0 -0.6
H -0.42637 1.66817 -0.47189 0.1 -0.8 0.3
H 0.73230 0.80428 -2.14322 -0.2 -0.3 -0.5
H 0.08822 1.28845 -4.51304 0.2 -0.3 0.1
H -0.13938 -0.59021 -6.13070 -0.1 0.1 0.2
H 0.11366 -2.93023 -5.36575 -0.2 0.0 0.3
H 0.57968 -3.41416 -2.95345 -0.1 0.1 -0.1
C 0.05304 -3.25533 3.86059 -0.5 -0.1 -0.3
S 0.69518 -1.74258 3.11395 1.2 -0.1 0.2
C 0.75174 -0.71620 4.59406 -0.3 -0.1 0.2
O 2.11468 -1.99960 2.70360 -1.0 0.3 -0.2
H -0.83110 -3.04745 4.48060 0.3 0.1 -0.2
H 0.85790 -3.69309 4.46088 0.0 0.2 -0.1
H -0.23018 -3.93235 3.04592 0.2 0.1 0.2
H 1.60857 -0.03789 4.54510 -0.1 -0.2 -0.2
H 0.85385 -1.37527 5.46257 0.1 0.2 -0.1
H -0.18834 -0.16063 4.65829 0.1 0.0 0.1



2.
68
Properties=species:S:1:pos:R:3:forces:R:3 method="wB97M-V/def2-TZVPD" spin_multiplicity=2 homo_ha="-0.750 / -0.758" s_squared=0.769 energy_ev=-141303.724 charge=+4 e_above_lowest_kcal_mol=7.5 gap_ev="5.94 / 6.15"
V -0.48509 -0.34950 0.67679 1.9 2.1 -0.9
P -1.63835 -0.83829 2.59067 -2.1 -0.7 2.4
P 0.73662 -2.29040 0.50622 2.3 -3.0 0.9
P -2.22340 -0.96020 -0.73872 -2.8 -0.8 -1.6
H 0.90932 2.04869 -0.27744 -0.3 -0.8 0.3
C -0.14482 1.71873 -0.28227 -2.0 1.4 2.7
C -0.90341 1.93090 0.92526 2.0 1.2 -1.7
H -0.36829 2.30507 1.82083 -0.4 -0.5 -0.5
C -0.86781 -0.22505 4.12534 0.8 0.4 -0.2
C -2.00385 -2.56495 3.07558 0.3 0.0 -0.6
C -3.30498 -0.10690 2.73348 0.0 0.3 -0.5
C 1.89662 -2.13775 -0.91295 -0.3 0.6 -0.3
C 1.87217 -2.59990 1.92325 -0.1 0.0 -0.1
C -0.01247 -3.96274 0.21405 -0.5 0.7 0.1
C -3.40033 0.42890 -0.96274 0.2 0.4 0.3
C -3.35499 -2.36103 -0.35780 0.2 -0.2 0.1
C -1.62472 -1.31804 -2.43497 0.5 0.0 -0.1
H -0.64308 1.82106 -1.25467 -0.1 -0.4 0.4
H -1.97517 2.19486 0.87709 0.4 -0.8 0.1
H -0.53663 0.81235 4.00150 -0.1 -0.2 0.2
H -0.01495 -0.85741 4.40151 -0.2 0.1 0.0
H -1.62744 -0.26392 4.91937 0.1 -0.1 -0.3
H -1.08042 -3.11253 3.28089 -0.1 0.0 0.1
H -2.56926 -3.08771 2.29806 0.0 0.0 0.2
H -2.60928 -2.50355 3.98728 0.1 -0.1 -0.1
H -3.24825 0.97813 2.61172 -0.1 -0.1 0.2
H -3.65285 -0.35370 3.74359 0.0 0.1 -0.2
H -4.00836 -0.51187 1.99620 0.1 0.1 0.3
H 2.48230 -3.06964 -1.03234 -0.3 0.4 0.2
H 2.57510 -1.28708 -0.73710 -0.1 -0.4 -0.1
H 1.31891 -1.95659 -1.83945 0.3 -0.2 0.3
H 2.48745 -3.48837 1.70340 -0.3 0.3 0.1
H 1.28973 -2.77690 2.84238 0.3 0.0 -0.3
H 2.51218 -1.71913 2.06390 -0.2 -0.4 0.0
H 0.80834 -4.68356 0.11735 -0.1 0.2 0.0
H -0.60671 -3.95653 -0.70943 0.1 -0.2 0.3
H -0.63897 -4.23377 1.07447 0.1 0.0 -0.3
H -4.11369 0.18629 -1.76561 0.3 -0.1 0.2
H -2.86614 1.35083 -1.22254 -0.2 -0.2 -0.1
H -3.96545 0.61451 -0.04015 0.1 -0.1 -0.2
H -4.02668 -2.51781 -1.22243 0.4 0.2 0.3
H -3.97754 -2.16262 0.52113 0.2 0.1 -0.2
H -2.78794 -3.27932 -0.17928 -0.1 0.1 -0.1
H -2.49399 -1.33120 -3.11848 0.3 0.1 0.4
H -1.12590 -2.29450 -2.48508 -0.2 0.1 0.1
H -0.90439 -0.56329 -2.78476 -0.3 -0.1 0.1
C 1.89068 2.23291 -4.03252 -0.3 -1.1 1.2
C 1.34769 3.30172 -3.29850 -0.5 1.6 -0.2
C 1.23889 4.55427 -3.89203 -0.2 -0.7 1.1
C 1.73650 4.77270 -5.19597 -0.1 0.3 -0.2
C 2.36456 3.71642 -5.88214 0.4 -0.9 -0.2
C 2.45659 2.44926 -5.29614 0.4 0.6 -1.5
Se 1.79112 0.47153 -3.26575 0.2 1.2 -0.5
H 1.08272 0.82564 -1.97493 0.6 0.0 -1.0
H 0.99284 3.13438 -2.28576 0.0 0.2 -0.2
H 0.76347 5.37041 -3.34300 0.2 -0.2 -0.2
H 1.63493 5.77011 -5.66366 0.1 -0.7 0.3
H 2.77592 3.90679 -6.88593 -0.2 -0.3 0.6
H 2.95446 1.63746 -5.83108 -0.2 0.2 0.1
C 3.91152 1.37025 2.81010 0.0 0.1 0.2
C 2.71170 1.38070 1.89656 0.0 0.1 -0.2
O 1.71855 0.40398 2.30456 -0.8 -0.2 0.2
H 3.67887 1.84797 3.76954 0.1 0.0 -0.2
H 4.73497 1.91855 2.34546 -0.1 0.0 0.1
H 4.26462 0.35374 3.01342 -0.1 0.1 -0.2
H 2.20260 2.34600 1.87628 0.3 0.2 0.0
H 2.97300 1.10030 0.88017 0.2 0.0 -0.2
H 1.69063 0.47035 3.27822 -0.2 -0.2 -0.4



3.
67
Properties=species:S:1:pos:R:3:forces:R:3 method="wB97M-V/def2-TZVPD" spin_multiplicity=1 homo_ha=-0.395 energy_ev=-103279.639 charge=+1 gap_ev=8.39
Br 0.49972 -1.46418 -3.21776 0.7 0.2 0.2
C 2.79438 -3.95297 -2.26244 -0.4 0.0 -0.6
C 3.85522 -2.91371 -2.11237 -1.0 -0.7 -0.1
O 4.70400 -2.92335 -1.30110 0.7 0.6 0.5
N 3.92081 -1.87284 -3.22795 0.7 0.2 -0.2
H 4.20573 -2.38229 -4.06923 -0.1 -0.1 0.0
H 2.98472 -1.50315 -3.45666 -1.0 0.0 0.3
C 4.88955 -0.77108 -3.00713 0.8 0.2 0.0
H 2.23455 -3.88369 -3.19698 0.4 -0.1 -0.2
H 1.97215 -3.88224 -1.55123 0.4 0.2 0.4
H 3.32996 -4.89321 -2.13845 -0.3 -0.2 0.0
H 4.55991 -0.08095 -2.23708 -0.4 0.0 -0.2
H 5.07573 -0.27342 -3.95575 -0.3 0.2 0.1
H 5.85408 -1.15067 -2.67479 -0.2 -0.4 0.0
C -0.99214 4.23012 -3.50930 -0.6 -0.3 -0.3
C -0.53820 2.76615 -3.45233 1.1 0.5 -0.9
C -0.11648 2.28235 -2.04752 0.4 -0.7 -2.0
C -1.19967 2.25683 -0.99939 0.7 0.9 2.0
P -0.71642 1.29576 0.48330 0.6 -2.0 -0.8
C -1.57059 -0.29541 0.29905 -1.1 -0.5 0.7
C -1.76589 -1.17485 1.56146 -0.9 0.1 0.7
C -2.14139 -2.65741 1.26679 0.4 0.6 1.1
C -3.38674 -3.14366 2.03462 0.2 0.4 -0.8
C -1.15088 2.18797 2.02283 0.4 -0.4 -0.7
C -2.68134 2.33666 2.15480 0.8 -0.6 0.6
C -3.03724 2.53133 3.64646 -0.8 0.8 -1.0
C -2.93495 1.23510 4.46960 -0.4 0.2 -1.8
C 1.08008 0.90627 0.43695 -1.0 1.1 1.3
C 1.61384 0.09503 1.62773 1.1 0.0 0.7
C 2.47681 -1.10465 1.14674 -1.3 0.4 0.7
C 1.58070 -2.24826 0.72385 -0.6 -0.9 0.5
H -2.04573 4.25386 -3.22066 0.1 0.4 0.4
H -0.98367 4.66336 -4.51109 0.1 -0.4 -0.1
H -0.38468 4.91245 -2.91434 -0.1 -0.2 0.3
H 0.35957 2.64084 -4.07131 0.3 0.3 0.3
H -1.17216 2.13042 -4.07495 -0.7 -0.2 0.9
H 0.77809 2.86919 -1.82420 -0.4 0.5 0.7
H 0.34746 1.30455 -2.19914 -0.5 -0.4 0.0
H -2.20209 1.95084 -1.29035 0.1 -0.1 -0.3
H -1.28174 3.22937 -0.49524 -0.3 0.3 -0.6
H -1.24266 -0.92689 -0.53322 1.0 0.5 0.0
H -2.55797 -0.02147 -0.09511 -0.2 0.0 0.4
H -2.55811 -0.73037 2.17636 -0.3 0.0 -0.3
H -0.97182 -1.19027 2.30862 0.6 0.3 -0.6
H -1.33384 -3.22327 1.73363 0.2 -0.3 -0.8
H -2.15713 -2.78261 0.18606 -0.2 -0.5 0.0
H -4.22614 -2.46865 1.86136 -0.1 -0.1 0.1
H -3.17627 -3.18944 3.10217 0.0 0.1 0.0
H -3.65674 -4.14461 1.70211 -0.1 0.0 0.0
H -0.61708 3.14271 1.98436 -0.2 0.2 -0.2
H -0.66406 1.68934 2.86428 -0.3 -0.4 0.0
H -3.15298 1.40324 1.83450 -0.1 0.0 -0.1
H -2.99917 3.10762 1.45389 -0.3 0.2 0.4
H -4.08385 2.85026 3.66556 -0.1 -0.2 0.1
H -2.55037 3.43700 4.01600 0.6 -0.4 0.3
H -2.90388 1.49017 5.52053 -0.1 -0.7 0.2
H -2.19579 0.52031 4.09446 0.9 0.6 0.7
H -3.78604 0.65176 4.09886 -0.6 0.2 1.1
H 1.42662 1.93974 0.55306 0.8 -0.2 -0.7
H 1.34358 0.39535 -0.48611 -0.2 0.4 -0.3
H 0.88522 -0.17708 2.39499 -0.4 -0.6 -0.6
H 2.25628 0.68578 2.29232 0.2 0.5 -0.6
H 3.03328 -1.44720 2.01915 0.4 0.1 -0.2
H 3.14786 -0.77574 0.35256 0.2 0.0 0.1
H 0.77352 -2.34066 1.45579 0.0 0.1 0.1
H 2.09540 -3.20797 0.82184 0.1 0.1 -0.4
H 1.05709 -2.19351 -0.23350 0.4 0.3 -0.2